No. 1
The following is a quantum chemistry calculation of a single C3H7N5 molecule, from the Open Molecules 2025 dataset.

## Properties
* LUMO energy: 0.93 eV
* molar mass: 113.1 g/mol
* HOMO energy: -8.135 eV
* orbital gap: 9.06 eV

Bonds (Å) are listed after each position.
Atoms and positions in Å:
1 H -0.453 -1.000 2.431  N2 1.022
2 N -0.365 -0.330 1.665  H1 1.022, C3 1.300
3 C -0.102 -0.916 0.535  N2 1.300, N4 1.375, C5 1.448
4 N -0.359 -2.233 0.235  C3 1.375, H10 1.008, H11 1.007
5 C 0.407 -0.075 -0.528  C3 1.448, N6 1.418, N7 1.498, C8 1.672
6 N 0.239 -0.478 -1.877  C5 1.418, H12 1.015, H13 1.013
7 N 1.517 0.882 -0.213  C5 1.498, C8 1.248
8 C 0.477 1.419 0.222  C5 1.672, N7 1.248, N9 1.314
9 N -0.141 2.516 0.597  C8 1.314, H14 1.010, H15 1.009
10 H -0.254 -2.490 -0.734  N4 1.008
11 H -1.111 -2.687 0.729  N4 1.007
12 H 1.138 -0.584 -2.336  N6 1.015
13 H -0.337 0.159 -2.415  N6 1.013
14 H 0.320 3.413 0.536  N9 1.010
15 H -0.976 2.405 1.154  N9 1.009

---

No. 2
The following is a quantum chemistry calculation of 3 unconnected molecules or ions with the total composition C3H6N2O, from the Open Molecules 2025 dataset.

## Properties
* LUMO energy: 0.08 eV
* molar mass: 86.1 g/mol
* HOMO energy: -10.594 eV
* orbital gap: 10.68 eV

Bonds (Å) are listed after each position.
Atoms and positions in Å:
1 C 1.874 -0.700 0.116  C2 1.496, H10 1.087, H11 1.091, H12 1.092
2 C 0.655 0.022 -0.363  C1 1.496, N5 1.409, N6 1.263
3 C -1.655 -0.249 0.348  O4 1.238, N5 1.215
4 O -2.841 -0.549 0.538  C3 1.238
5 N -0.545 -0.614 0.015  C2 1.409, C3 1.215
6 N 0.735 1.056 -1.085  C2 1.263, H8 1.019
7 H -2.705 0.904 0.600  no bonds
8 H -0.171 1.409 -1.390  N6 1.019
9 H -1.870 1.379 0.509  no bonds
10 H 2.765 -0.168 -0.205  C1 1.087
11 H 1.891 -1.714 -0.288  C1 1.091
12 H 1.868 -0.776 1.205  C1 1.092

---

Please write out number 1 again, unchanged.
The following is a quantum chemistry calculation of a single C3H7N5 molecule, from the Open Molecules 2025 dataset.

## Properties
* LUMO energy: 0.93 eV
* molar mass: 113.1 g/mol
* HOMO energy: -8.135 eV
* orbital gap: 9.06 eV

Bonds (Å) are listed after each position.
Atoms and positions in Å:
1 H -0.453 -1.000 2.431  N2 1.022
2 N -0.365 -0.330 1.665  H1 1.022, C3 1.300
3 C -0.102 -0.916 0.535  N2 1.300, N4 1.375, C5 1.448
4 N -0.359 -2.233 0.235  C3 1.375, H10 1.008, H11 1.007
5 C 0.407 -0.075 -0.528  C3 1.448, N6 1.418, N7 1.498, C8 1.672
6 N 0.239 -0.478 -1.877  C5 1.418, H12 1.015, H13 1.013
7 N 1.517 0.882 -0.213  C5 1.498, C8 1.248
8 C 0.477 1.419 0.222  C5 1.672, N7 1.248, N9 1.314
9 N -0.141 2.516 0.597  C8 1.314, H14 1.010, H15 1.009
10 H -0.254 -2.490 -0.734  N4 1.008
11 H -1.111 -2.687 0.729  N4 1.007
12 H 1.138 -0.584 -2.336  N6 1.015
13 H -0.337 0.159 -2.415  N6 1.013
14 H 0.320 3.413 0.536  N9 1.010
15 H -0.976 2.405 1.154  N9 1.009